{"formula": "C27H27ClN7O6S2Ti", "method": "wB97M-V/def2-TZVPD", "elements": ["Ti", "Cl", "C", "C", "C", "C", "O", "C", "C", "N", "C", "C", "C", "C", "C", "C", "C", "C", "N", "C", "C", "H", "H", "H", "H", "H", "H", "H", "H", "H", "H", "C", "C", "N", "C", "C", "N", "C", "O", "O", "C", "O", "O", "H", "H", "H", "H", "H", "O", "S", "N", "C", "N", "C", "C", "S", "N", "C", "C", "H", "H", "H", "H", "H", "H", "H", "H", "H", "H", "H", "H"], "coordinates": [[0.190, 0.138, 0.903], [6.166, 3.192, -1.292], [4.649, 2.355, -1.127], [4.372, 1.281, -1.968], [3.172, 0.606, -1.815], [2.255, 0.989, -0.847], [1.136, 0.254, -0.665], [2.505, 2.126, -0.036], [1.515, 2.649, 0.853], [0.258, 2.179, 0.817], [-0.874, 2.851, 1.180], [-1.026, 4.110, 1.718], [-2.319, 4.626, 1.947], [-3.449, 3.924, 1.631], [-3.330, 2.624, 1.076], [-4.413, 1.818, 0.673], [-4.180, 0.576, 0.146], [-2.866, 0.100, 0.068], [-1.829, 0.826, 0.436], [-2.046, 2.090, 0.899], [3.744, 2.777, -0.182], [5.092, 0.979, -2.715], [2.935, -0.250, -2.435], [1.762, 3.521, 1.453], [-0.160, 4.717, 1.948], [-2.409, 5.614, 2.378], [-4.433, 4.342, 1.800], [-5.424, 2.191, 0.786], [-4.993, -0.062, -0.172], [-2.657, -0.900, -0.288], [3.971, 3.636, 0.436], [3.202, -2.241, -0.059], [2.963, -1.715, 1.306], [2.028, -0.856, 1.681], [2.138, -0.713, 3.038], [3.170, -1.465, 3.501], [3.678, -2.086, 2.389], [3.753, -1.708, 4.842], [3.183, -1.085, 5.852], [4.724, -2.418, 4.948], [1.094, 0.096, 3.701], [1.090, 0.277, 4.910], [0.228, 0.536, 2.853], [2.307, -2.108, -0.664], [3.443, -3.304, -0.017], [4.032, -1.715, -0.532], [4.459, -2.723, 2.424], [2.397, -0.538, 5.570], [-2.732, -1.224, 2.758], [-1.757, -2.147, 2.191], [-0.711, -1.636, 1.272], [-2.161, -0.062, -3.451], [-1.177, -1.132, -3.383], [0.148, -0.757, -3.849], [-1.337, -2.237, -2.609], [-0.045, -3.083, -1.973], [-2.641, -2.613, -2.381], [-3.598, -2.624, -3.483], [-2.907, -3.648, -1.394], [-1.695, 0.872, -3.128], [-2.999, -0.270, -2.792], [-2.539, 0.077, -4.467], [0.028, -0.061, -4.679], [0.685, -1.638, -4.191], [0.725, -0.281, -3.054], [-3.189, -2.126, -4.357], [-4.533, -2.135, -3.200], [-3.821, -3.659, -3.759], [-2.318, -3.471, -0.499], [-2.657, -4.643, -1.773], [-3.970, -3.613, -1.150]], "forces_ev_per_a": [[0.360, 0.102, 0.618], [0.004, 0.004, 0.002], [-0.001, -0.033, -0.028], [0.022, 0.041, 0.026], [-0.029, -0.034, 0.000], [0.011, 0.040, -0.069], [0.092, -0.160, -0.087], [0.002, -0.083, -0.020], [-0.159, -0.071, 0.011], [0.110, 0.123, -0.243], [-0.227, -0.086, 0.185], [0.124, 0.044, -0.123], [-0.039, -0.014, -0.017], [0.026, 0.037, 0.014], [0.011, -0.014, -0.019], [0.011, 0.012, 0.005], [-0.028, 0.000, -0.003], [-0.021, 0.047, 0.011], [-0.226, -0.055, 0.041], [0.031, -0.007, 0.023], [-0.009, 0.010, 0.004], [-0.004, -0.004, 0.000], [0.031, 0.002, 0.005], [0.018, -0.027, 0.055], [-0.002, -0.003, 0.010], [-0.003, 0.000, -0.001], [0.002, -0.001, 0.000], [-0.001, -0.004, -0.002], [0.008, -0.006, 0.002], [-0.006, -0.005, -0.027], [-0.004, -0.002, 0.004], [0.001, 0.004, -0.006], [-0.003, 0.062, 0.007], [-0.095, -0.174, -0.032], [-0.044, 0.037, -0.055], [-0.063, -0.031, 0.054], [0.035, -0.015, -0.002], [0.170, 0.195, -0.037], [0.017, -0.069, 0.034], [-0.068, -0.090, 0.012], [0.078, -0.023, -0.040], [-0.003, 0.037, 0.002], [-0.173, 0.069, -0.062], [0.003, 0.006, -0.016], [-0.006, 0.003, 0.007], [0.000, 0.004, -0.006], [-0.002, -0.001, -0.005], [-0.063, -0.007, -0.002], [0.001, -0.089, 0.044], [-0.006, 0.110, -0.070], [0.111, 0.087, -0.185], [0.005, 0.055, 0.054], [-0.018, -0.032, -0.007], [0.000, -0.014, -0.021], [0.066, 0.038, -0.051], [-0.013, 0.007, -0.047], [-0.035, -0.010, 0.033], [0.014, -0.030, -0.018], [-0.008, 0.031, -0.013], [0.005, -0.005, 0.010], [0.008, 0.007, 0.012], [0.017, -0.001, -0.001], [0.000, 0.000, -0.003], [0.000, 0.001, 0.010], [-0.034, 0.007, -0.004], [-0.009, -0.015, 0.010], [0.000, 0.003, -0.006], [-0.003, -0.001, 0.006], [0.012, -0.004, 0.006], [0.000, -0.002, 0.002], [-0.001, -0.004, 0.008]], "s_squared": 0.78, "relative_energy_ev": 1.475, "charge": 0, "orbital_gap_ev": [5.2360, 7.2287], "e_homo_ev": [-6.22, -8.26], "spin_multiplicity": 2}


{"formula": "C27H27CrN6O", "method": "wB97M-V/def2-TZVPD", "elements": ["Cr", "C", "C", "C", "C", "N", "C", "C", "C", "C", "C", "C", "N", "C", "C", "C", "C", "C", "N", "H", "H", "H", "H", "H", "H", "H", "H", "H", "H", "H", "N", "C", "C", "C", "C", "C", "C", "C", "H", "H", "H", "H", "C", "N", "C", "C", "O", "N", "C", "C", "H", "H", "H", "H", "H", "H", "H", "H", "H", "H", "H", "H"], "coordinates": [[-0.771, 0.234, -0.980], [4.291, 1.327, -0.752], [4.565, 0.726, 0.506], [3.518, 0.214, 1.223], [2.224, 0.080, 0.675], [2.176, 0.165, -0.788], [3.094, 1.157, -1.335], [1.037, -0.118, 1.433], [1.169, -0.389, 2.820], [0.078, -0.478, 3.641], [-1.189, -0.301, 3.087], [-1.307, -0.061, 1.731], [-0.223, -0.009, 0.891], [-2.599, 0.096, 1.082], [-3.831, 0.116, 1.738], [-4.997, 0.157, 0.998], [-4.913, 0.149, -0.394], [-3.666, 0.184, -0.977], [-2.529, 0.192, -0.267], [5.013, 1.994, -1.191], [5.547, 0.807, 0.938], [3.681, -0.015, 2.262], [2.781, 1.622, -2.252], [2.145, -0.534, 3.245], [0.191, -0.664, 4.696], [-2.061, -0.360, 3.714], [-3.879, 0.089, 2.812], [-5.956, 0.172, 1.486], [-5.802, 0.116, -1.001], [-3.557, 0.200, -2.057], [-0.923, 7.583, -0.624], [-0.823, 6.448, -0.732], [-0.728, 5.038, -0.851], [-1.728, 4.327, -1.513], [-1.658, 2.947, -1.580], [-0.626, 2.238, -0.968], [0.386, 2.972, -0.351], [0.352, 4.355, -0.295], [-2.551, 4.861, -1.959], [-2.447, 2.420, -2.107], [1.227, 2.474, 0.119], [1.151, 4.902, 0.182], [-1.729, -3.205, -1.344], [-0.334, -3.392, -0.970], [0.005, -4.652, -0.341], [0.474, -2.377, -1.252], [0.023, -1.396, -1.924], [1.784, -2.271, -0.862], [2.494, -1.185, -1.452], [2.467, -3.001, 0.199], [-2.256, -4.147, -1.253], [-1.796, -2.857, -2.376], [-2.210, -2.471, -0.689], [-0.604, -5.437, -0.788], [-0.208, -4.621, 0.730], [1.044, -4.910, -0.501], [1.201, 0.424, -1.058], [2.241, -1.079, -2.513], [3.567, -1.342, -1.337], [1.789, -3.219, 1.020], [3.271, -2.375, 0.579], [2.919, -3.922, -0.172]], "forces_ev_per_a": [[0.494, -0.061, -0.610], [-0.749, -0.171, -0.110], [-0.251, -0.481, 0.676], [0.838, 0.316, -0.426], [-0.870, 0.090, 0.656], [-0.282, -0.307, 0.177], [0.589, 0.653, -0.378], [0.856, 0.290, -0.935], [-0.620, -0.152, 0.797], [0.895, 0.065, -0.511], [-0.646, 0.330, -1.108], [0.253, -0.224, 1.414], [0.319, -0.294, 0.141], [-0.479, 0.107, -0.125], [0.265, -0.012, -0.237], [0.321, -0.046, -0.331], [0.096, 0.012, 0.193], [-0.239, 0.081, -0.431], [-1.609, -0.207, 1.016], [0.053, 0.093, -0.224], [0.068, 0.042, 0.129], [0.045, -0.135, 0.081], [-0.152, 0.038, -0.097], [0.114, 0.022, 0.007], [0.061, -0.079, 0.089], [-0.157, 0.024, 0.030], [0.045, 0.001, 0.124], [-0.156, -0.008, 0.103], [-0.031, 0.067, -0.133], [-0.047, 0.054, 0.013], [-0.017, 0.520, 0.044], [-0.019, 0.196, -0.012], [0.090, -0.779, -0.069], [0.122, 0.049, -0.003], [-0.292, -0.183, -0.109], [0.117, -0.125, -0.201], [0.231, -0.228, 0.244], [-0.093, -0.026, -0.117], [-0.112, 0.048, -0.089], [-0.098, 0.087, 0.008], [-0.012, 0.023, 0.102], [0.015, 0.044, 0.071], [-0.420, 0.185, -0.210], [0.137, 0.493, -0.246], [0.178, -0.465, 0.283], [0.773, -0.659, 0.633], [-0.613, 1.092, -0.056], [-0.505, 0.129, -0.193], [-0.027, -0.232, -0.689], [0.171, -0.484, 0.176], [0.032, -0.047, 0.042], [-0.077, -0.107, 0.105], [-0.013, -0.108, -0.028], [0.082, 0.077, -0.008], [0.028, -0.052, -0.043], [0.011, -0.015, -0.028], [1.390, 0.146, -0.076], [0.196, 0.094, 0.308], [-0.157, 0.212, 0.094], [0.019, -0.005, 0.016], [-0.101, 0.009, 0.015], [-0.060, 0.002, 0.047]], "s_squared": 3.85, "relative_energy_ev": 0.495, "charge": 2, "orbital_gap_ev": [5.6311, 5.7961], "e_homo_ev": [-12.89, -12.91], "spin_multiplicity": 4}


{"formula": "C27H27F10N2O3PSScTe2", "method": "wB97M-V/def2-TZVPD", "elements": ["Sc", "C", "C", "C", "C", "C", "O", "C", "N", "C", "C", "C", "C", "C", "C", "P", "C", "C", "C", "C", "C", "C", "C", "C", "C", "C", "C", "C", "H", "H", "H", "H", "H", "H", "H", "H", "H", "H", "H", "H", "H", "H", "H", "H", "H", "H", "H", "H", "H", "H", "H", "H", "S", "C", "C", "N", "C", "H", "H", "H", "F", "Te", "F", "F", "F", "F", "O", "F", "Te", "F", "F", "F", "F", "O"], "coordinates": [[0.296, 0.072, 1.231], [-4.204, -2.943, -0.440], [-3.235, -2.053, 0.339], [-2.419, -2.916, 1.296], [-2.304, -1.256, -0.599], [-3.006, -0.622, -1.780], [-3.416, 0.651, -1.238], [-2.563, 0.928, -0.254], [-1.759, -0.027, 0.097], [-2.794, 2.293, 0.276], [-4.119, 2.624, 0.543], [-4.447, 3.905, 0.950], [-3.465, 4.879, 1.036], [-2.146, 4.558, 0.749], [-1.796, 3.261, 0.396], [-0.104, 2.696, 0.084], [1.016, 3.689, 1.108], [0.666, 4.241, 2.323], [1.650, 4.716, 3.191], [2.986, 4.638, 2.860], [3.357, 4.101, 1.630], [2.384, 3.607, 0.762], [0.289, 3.196, -1.616], [0.505, 4.530, -1.954], [0.772, 4.875, -3.269], [0.820, 3.892, -4.250], [0.605, 2.563, -3.919], [0.344, 2.215, -2.602], [-4.674, -3.652, 0.242], [-3.678, -3.525, -1.203], [-5.004, -2.382, -0.920], [-3.809, -1.330, 0.926], [-1.844, -3.661, 0.737], [-3.083, -3.455, 1.973], [-1.740, -2.321, 1.900], [-1.489, -1.897, -0.927], [-3.882, -1.143, -2.143], [-2.324, -0.418, -2.610], [-4.894, 1.876, 0.435], [-5.475, 4.150, 1.182], [-3.722, 5.890, 1.323], [-1.381, 5.322, 0.808], [-0.368, 4.264, 2.639], [1.355, 5.134, 4.144], [3.739, 5.004, 3.544], [4.398, 4.061, 1.341], [2.661, 3.387, -0.261], [0.474, 5.298, -1.190], [0.945, 5.910, -3.530], [1.031, 4.165, -5.276], [0.652, 1.799, -4.684], [0.197, 1.176, -2.327], [1.662, -3.815, -1.083], [1.422, -4.151, 0.575], [0.925, -3.062, 1.204], [0.709, -1.981, 0.378], [1.066, -2.248, -0.854], [1.668, -5.110, 0.999], [0.687, -2.979, 2.253], [1.030, -1.522, -1.653], [2.548, -0.638, 1.935], [3.245, 0.913, 0.979], [4.389, 1.959, -0.062], [4.172, 1.382, 2.493], [1.539, 1.386, 2.225], [4.458, -0.393, 0.488], [1.916, 0.632, -0.189], [-3.115, -0.128, 3.243], [-1.470, 0.261, 4.021], [0.010, 0.918, 4.922], [-2.409, 1.541, 4.969], [-1.201, 1.618, 2.671], [-1.786, -0.984, 5.334], [-0.515, -0.805, 2.909]], "forces_ev_per_a": [[-0.852, 0.500, -0.294], [0.020, -0.009, 0.005], [0.061, -0.032, 0.043], [-0.095, 0.033, 0.002], [-0.010, 0.004, 0.062], [0.109, 0.043, -0.069], [-0.094, -0.020, 0.008], [0.009, -0.167, -0.010], [0.041, -0.058, -0.019], [-0.008, 0.153, 0.012], [-0.067, -0.002, 0.013], [-0.024, 0.000, 0.006], [0.072, 0.035, -0.002], [-0.027, -0.008, -0.004], [0.122, -0.022, -0.073], [-0.065, 0.004, 0.225], [0.099, -0.078, -0.095], [-0.096, -0.111, 0.101], [-0.129, 0.003, 0.035], [0.196, -0.029, -0.062], [-0.081, -0.044, 0.059], [-0.108, 0.693, -0.104], [-0.072, -0.091, 0.048], [-0.008, -0.019, -0.007], [0.002, 0.023, -0.016], [-0.005, -0.007, 0.007], [0.000, -0.017, -0.018], [0.016, 0.010, 0.026], [-0.001, 0.006, -0.013], [-0.020, -0.015, -0.005], [-0.002, -0.007, -0.033], [-0.013, -0.003, -0.006], [0.008, -0.002, -0.004], [0.011, 0.015, 0.018], [0.000, -0.061, -0.014], [-0.002, -0.013, -0.006], [-0.032, 0.008, 0.004], [-0.034, 0.011, 0.013], [0.016, -0.001, -0.004], [-0.004, -0.014, -0.006], [-0.008, -0.003, 0.002], [-0.016, 0.013, 0.001], [0.015, 0.004, 0.002], [-0.005, 0.012, -0.003], [0.015, -0.009, -0.012], [0.023, 0.053, -0.014], [-0.042, -0.147, -0.015], [0.000, 0.008, -0.010], [-0.005, -0.001, 0.002], [0.001, 0.004, 0.001], [-0.003, 0.000, 0.003], [0.006, 0.001, -0.030], [-0.098, 0.073, -0.022], [0.066, 0.004, 0.030], [-0.116, -0.029, -0.009], [0.121, 0.033, 0.076], [0.151, -0.079, -0.003], [0.005, 0.013, 0.004], [0.003, -0.015, 0.003], [-0.006, 0.003, -0.008], [0.162, 0.024, -0.051], [0.178, -1.156, 0.998], [-0.238, 0.099, 0.210], [-0.149, 0.026, -0.287], [0.609, 0.203, -0.118], [0.039, 0.120, 0.027], [-0.136, -0.004, -0.446], [0.244, -0.061, -0.044], [-0.227, 0.894, 0.159], [-0.122, -0.193, -0.148], [0.097, -0.175, -0.149], [-0.010, -0.370, 0.338], [0.056, 0.029, -0.089], [0.456, -0.083, -0.218]], "relative_energy_ev": 1.221, "charge": 1, "orbital_gap_ev": 6.5539, "e_homo_ev": -11.63}


{"formula": "C27H27N2O2", "method": "wB97M-V/def2-TZVPD", "elements": ["C", "O", "C", "C", "C", "C", "C", "N", "C", "C", "C", "C", "H", "H", "H", "H", "H", "H", "H", "H", "H", "H", "H", "H", "H", "H", "C", "C", "C", "C", "C", "C", "N", "C", "C", "C", "C", "C", "C", "C", "C", "C", "O", "C", "C", "H", "H", "H", "H", "H", "H", "H", "H", "H", "H", "H", "H", "H"], "coordinates": [[4.292, -1.251, 3.471], [3.531, -0.017, 3.491], [2.288, 0.033, 2.940], [1.567, 1.236, 3.125], [0.232, 1.305, 2.795], [-0.450, 0.170, 2.293], [-1.914, 0.129, 2.190], [-2.622, -0.515, 3.101], [-4.085, -0.573, 3.090], [-1.975, -1.325, 4.138], [0.312, -0.986, 2.005], [1.655, -1.073, 2.324], [5.260, -0.958, 3.887], [3.820, -2.015, 4.105], [4.415, -1.628, 2.446], [2.091, 2.078, 3.576], [-0.305, 2.245, 2.944], [-2.435, 0.313, 1.185], [-4.376, -1.392, 3.754], [-4.529, 0.361, 3.466], [-4.467, -0.772, 2.081], [-2.747, -1.606, 4.863], [-1.536, -2.237, 3.711], [-1.189, -0.751, 4.635], [-0.195, -1.835, 1.544], [2.205, -1.999, 2.139], [-7.274, 2.373, 3.681], [-7.536, 1.618, 2.522], [-6.573, 1.553, 1.512], [-5.322, 2.165, 1.702], [-4.212, 1.760, 0.795], [-2.813, 1.730, 1.291], [-1.924, 2.236, 0.252], [-1.722, 1.491, -0.856], [-1.048, 2.022, -1.956], [-0.422, 3.313, -1.846], [0.198, 3.874, -2.986], [0.166, 3.219, -4.210], [-0.466, 1.958, -4.326], [-1.044, 1.367, -3.215], [-0.517, 3.954, -0.594], [-1.303, 3.438, 0.408], [-4.460, 1.437, -0.377], [-5.135, 3.055, 2.774], [-6.102, 3.140, 3.776], [-8.006, 2.399, 4.497], [-8.474, 1.059, 2.421], [-6.772, 1.005, 0.587], [-2.681, 2.232, 2.244], [-2.256, 0.545, -0.907], [0.689, 4.845, -2.886], [0.611, 3.678, -5.095], [-0.500, 1.458, -5.297], [-1.530, 0.389, -3.278], [-0.025, 4.905, -0.421], [-1.504, 3.948, 1.352], [-4.241, 3.676, 2.781], [-5.914, 3.772, 4.650]], "forces_ev_per_a": [[-0.297, 0.561, -0.132], [-0.167, -0.206, -0.488], [-0.327, -0.574, 0.464], [0.786, -0.451, -0.112], [-0.507, -0.514, -0.155], [1.203, 0.809, 0.252], [-0.329, -2.758, -3.645], [-0.731, 0.129, 1.135], [-0.001, -0.385, -0.468], [0.125, 0.491, 0.604], [-0.943, 0.454, -0.112], [0.614, 0.551, 0.371], [-0.217, -0.230, -0.132], [0.039, 0.210, -0.159], [-0.001, 0.140, 0.299], [-0.151, -0.170, -0.144], [0.094, -0.311, 0.140], [1.643, -3.104, 1.498], [-0.137, 0.232, -0.326], [0.231, -0.169, -0.117], [0.011, 0.019, 0.188], [0.422, 0.103, -0.099], [-0.130, 0.250, 0.025], [-0.094, -0.221, 0.015], [0.170, 0.133, 0.170], [-0.248, 0.363, 0.055], [0.006, 0.058, -0.150], [0.214, 0.268, 0.178], [-0.040, -0.111, 0.329], [-0.224, 0.083, 0.358], [-0.010, -0.041, -1.170], [-1.711, 5.198, 0.005], [0.115, -1.713, 0.268], [-0.999, 0.408, 0.716], [0.637, 0.867, -0.779], [-0.281, -1.024, -0.364], [0.133, -0.021, -0.379], [-0.117, 0.179, 0.632], [-0.233, -0.244, 0.534], [0.153, -0.156, -0.338], [-0.516, 0.197, 1.006], [0.828, 0.745, -0.423], [0.366, -0.022, 0.894], [-0.201, -0.551, -0.161], [-0.064, -0.132, -0.043], [0.333, -0.017, -0.402], [0.413, 0.367, 0.038], [0.248, 0.005, 0.402], [0.053, 0.598, -0.261], [0.208, 0.257, 0.026], [-0.177, -0.298, -0.090], [-0.090, -0.118, 0.335], [0.006, 0.134, 0.370], [0.156, 0.326, -0.126], [-0.101, -0.067, -0.063], [0.161, -0.147, -0.395], [-0.104, -0.207, 0.308], [-0.220, -0.172, -0.381]], "relative_energy_ev": 4.567, "charge": 1, "orbital_gap_ev": 6.2973, "e_homo_ev": -9.77}